Record 1
Entry from OMol25: a structure of composition C32H38GeNReSb2 (the ωB97M-V functional and the def2-TZVPD basis).

The geometry in XYZ format:
```
75
Properties=species:S:1:pos:R:3:forces:R:3
Re -0.876730 -0.014200 -0.343464 -0.4 -0.2 -0.2
C 2.429066 -0.553981 -1.365429 0.1 0.0 0.0
C 2.063068 0.661732 -0.508726 0.0 0.1 -0.1
C 1.900373 0.345340 0.990527 0.0 -0.1 0.1
Sb 0.119175 1.256726 1.791298 0.0 0.1 0.0
C 0.398302 3.315742 1.894670 0.0 0.0 0.0
C -0.568712 4.053528 2.572969 0.0 0.1 0.0
C -0.403173 5.426656 2.683901 0.0 0.0 0.0
C 0.713952 6.039386 2.132203 0.0 0.0 0.0
C 1.679876 5.290040 1.471267 0.0 0.0 0.0
C 1.525834 3.918421 1.343330 0.0 0.0 0.0
C -0.411185 0.503341 3.658912 0.1 -0.1 0.0
C 0.610265 0.155511 4.540276 -0.1 0.0 0.0
C 0.275736 -0.274641 5.816336 0.0 0.0 0.0
C -1.056483 -0.347993 6.199518 0.0 0.0 0.0
C -2.067450 0.006785 5.315624 0.0 0.0 0.0
C -1.750538 0.432565 4.034014 0.0 0.0 0.0
Sb 0.816284 -1.948341 -1.276813 0.0 0.1 0.0
C 0.302674 -2.728793 -3.135991 0.0 0.0 0.0
C 0.410579 -1.953852 -4.289080 0.0 0.0 0.0
C 0.073556 -2.521335 -5.507483 0.0 0.0 0.0
C -0.370048 -3.837669 -5.562477 0.0 0.0 0.0
C -0.472016 -4.600110 -4.406927 0.0 0.0 0.0
C -0.134585 -4.050386 -3.178556 0.0 0.0 0.0
C 1.330279 -3.454698 0.074124 0.0 0.0 0.0
C 0.365715 -4.195076 0.752500 0.0 0.0 0.0
C 0.767778 -5.233263 1.579547 0.0 0.0 0.0
C 2.117658 -5.526755 1.720391 0.0 0.0 0.0
C 3.074328 -4.791648 1.034164 0.0 0.0 0.0
C 2.686862 -3.749906 0.203873 0.0 0.0 0.0
H 3.342329 -1.023084 -1.000848 0.0 0.0 -0.1
H 2.581317 -0.277105 -2.408843 0.0 0.0 0.0
H 1.153194 1.149735 -0.937382 0.0 0.0 0.0
H 2.815575 1.443650 -0.639606 0.0 0.0 0.0
H 2.759431 0.692136 1.566162 0.0 0.0 0.0
H 1.821305 -0.728755 1.183984 0.0 0.0 0.0
H -1.427921 3.578231 3.032394 0.0 0.0 0.0
H -1.140963 6.014294 3.212573 0.0 0.0 0.0
H 0.841025 7.109042 2.229010 0.0 0.0 0.0
H 2.557963 5.773349 1.065152 0.0 0.0 0.0
H 2.292763 3.340497 0.840165 0.0 0.0 0.0
H 1.654581 0.223670 4.258774 0.0 0.0 0.0
H 1.057484 -0.543783 6.513144 0.0 0.0 0.0
H -1.308985 -0.675990 7.198586 0.0 0.0 0.0
H -3.101508 -0.038779 5.629021 0.0 0.0 0.0
H -2.543663 0.720670 3.351963 0.0 0.0 0.0
H 0.782263 -0.937566 -4.254857 0.0 0.1 0.0
H 0.169800 -1.943494 -6.416399 0.0 0.0 0.0
H -0.627069 -4.275746 -6.517302 0.0 0.0 0.0
H -0.802715 -5.628019 -4.461144 0.0 0.0 0.0
H -0.191071 -4.656066 -2.282055 0.0 0.0 0.0
H -0.689584 -3.989260 0.623840 0.0 0.0 0.0
H 0.029360 -5.822753 2.105238 0.0 0.0 0.0
H 2.425628 -6.341116 2.361596 0.0 0.0 0.0
H 4.123253 -5.033906 1.135802 0.0 0.0 0.0
H 3.444336 -3.197447 -0.339424 0.0 0.0 0.0
C -1.408263 3.849328 -1.204668 0.0 0.0 0.0
Ge -1.766874 2.477985 -2.524342 0.1 0.1 0.0
C -0.235377 2.052125 -3.643137 0.0 -0.1 0.0
C -3.423607 2.698800 -3.495482 0.0 0.0 0.0
C -2.245746 0.664968 -1.519849 -0.1 -0.2 0.2
H -1.489696 4.821991 -1.692108 0.0 0.0 0.0
H -0.401601 3.770760 -0.796852 0.0 0.0 0.0
H -2.129739 3.828067 -0.387911 0.0 0.0 0.0
H 0.040343 2.942454 -4.210114 0.0 0.0 0.0
H -0.487598 1.268024 -4.356086 0.0 0.0 0.0
H 0.641866 1.752901 -3.066161 0.0 0.0 0.0
H -3.323869 3.588478 -4.119579 0.0 0.0 0.0
H -4.262441 2.847881 -2.818152 0.0 0.0 0.0
H -3.622329 1.845516 -4.141464 0.0 0.0 0.0
H -2.337504 -0.082599 -2.333522 0.1 0.0 0.0
H -3.228293 0.808990 -1.047688 0.0 0.0 -0.1
N -2.648633 -1.927212 1.395641 0.1 0.2 -0.3
C -1.980715 -1.252416 0.736523 0.1 0.0 0.2
H -3.258490 -2.511570 1.940913 0.0 0.0 0.0
```
Positions in Å, forces in eV/Å.

Summary:
Relative energy (zero: lowest compared OMol25 entry of this formula, charge and spin) in eV: 1.066
Largest force on an atom in hartree/bohr: 0.00820
Multiplicity: 2
Gap between HOMO and LUMO (alpha / beta) in Ha: 0.2384 / 0.2267
Net charge: +3
<S²>: 0.764

Atom charges from the Mulliken analysis, given in e for atoms 1 to 4:
1 Re 0.23
2 C -1.46
3 C -0.02
4 C -1.14

Record 2
Entry from OMol25: a structure of composition C26H37F5N4OSi2SnTe (the ωB97M-V functional and the def2-TZVPD basis).

The geometry in XYZ format:
```
77
Properties=species:S:1:pos:R:3:forces:R:3
Sn 0.043428 -0.947382 0.112184 0.3 -0.2 0.3
C 4.601182 -1.698828 -0.900928 0.1 0.2 -0.1
Te 3.226455 -1.239248 0.665915 0.2 -0.2 0.0
C 4.499694 0.437196 1.048889 -0.1 0.1 0.0
C 5.818629 0.066721 0.412164 0.0 0.1 0.1
C 6.981434 0.751947 0.757042 0.0 0.1 0.1
C 8.186765 0.419540 0.162775 0.1 0.1 0.1
C 8.237052 -0.593629 -0.782953 0.1 -0.2 -0.2
C 7.082154 -1.279219 -1.128226 0.1 -0.1 -0.1
C 5.868448 -0.954380 -0.529497 -0.1 -0.1 -0.1
H 4.203898 -1.372492 -1.859961 0.0 0.0 0.0
H 4.747235 -2.774731 -0.946552 0.0 0.0 0.1
H 4.570059 0.585192 2.124146 0.0 -0.1 0.0
H 4.065059 1.330023 0.598945 0.0 0.0 0.0
H 6.945009 1.545620 1.500451 0.0 -0.1 -0.1
H 9.092119 0.944661 0.445933 -0.1 0.0 0.0
H 9.182387 -0.858294 -1.246924 -0.1 0.0 0.1
H 7.122322 -2.079483 -1.862396 0.0 0.1 0.1
F -0.267367 -0.183507 7.459569 0.0 0.0 0.2
C -0.113439 -0.300490 6.154939 -0.1 0.0 0.2
C 1.147089 -0.257942 5.597212 0.0 0.0 0.1
F 2.203543 -0.096055 6.372140 0.2 0.0 0.1
C 1.299478 -0.370044 4.233754 -0.4 -0.1 -0.1
F 2.517738 -0.295168 3.725421 0.7 0.1 -0.3
C 0.214219 -0.523372 3.371373 0.2 0.0 -0.2
O 0.446584 -0.591397 2.035419 -0.5 0.1 0.4
C -1.037587 -0.550912 3.971686 0.2 0.0 -0.2
F -2.124446 -0.658826 3.210724 -0.5 -0.1 -0.5
C -1.209793 -0.449021 5.335346 -0.1 0.0 0.1
F -2.431561 -0.477445 5.849650 -0.1 0.0 0.0
C -6.434063 1.037713 -0.899008 0.0 0.1 0.0
C -6.710251 -0.077511 0.105308 0.4 -0.1 -0.2
C -6.750217 -1.443036 -0.585881 0.0 0.0 0.1
C -5.710553 -0.032570 1.271044 0.0 -0.1 -0.2
N -4.316939 -0.362657 0.878229 -0.5 0.3 0.0
C -3.751690 -1.560684 0.687592 -0.3 0.0 0.2
N -2.518169 -1.372352 0.298005 0.2 0.4 0.0
N -2.358031 -0.035592 0.247881 -0.1 0.3 0.2
N -3.425059 0.596323 0.598032 0.2 -1.0 -0.1
H -7.126941 0.967370 -1.739170 0.0 0.0 0.1
H -5.418122 0.966360 -1.305865 -0.1 0.0 0.0
H -6.556173 2.027121 -0.447998 0.1 -0.1 0.0
H -7.680955 0.097980 0.571562 0.0 0.0 0.1
H -5.826663 -1.640284 -1.142497 -0.1 0.0 0.0
H -7.566590 -1.469888 -1.310906 0.1 0.0 0.1
H -6.917059 -2.261989 0.125635 0.0 0.1 -0.1
H -5.996433 -0.735460 2.051029 0.1 0.0 0.0
H -5.668538 0.968762 1.690887 0.1 0.0 0.1
H -4.238366 -2.510307 0.855006 0.0 0.1 0.0
C -0.020277 2.863863 3.077764 -0.1 -0.3 0.0
Si 0.145319 4.071978 1.683755 0.0 -0.1 0.4
C 1.892267 4.745415 1.600878 0.2 0.0 -0.4
C -1.169440 5.356984 1.665801 -0.2 0.2 -0.3
C 0.186128 3.049522 0.093600 0.1 0.1 0.0
Si -0.286412 3.484092 -1.680775 -0.1 -0.3 -0.5
C 1.367692 4.171850 -2.237439 0.3 0.1 0.4
C -1.675829 4.672787 -1.835967 -0.2 0.3 0.3
C -0.595467 1.879499 -2.569027 -0.2 -0.1 0.0
H 0.014585 3.404523 4.030397 0.0 -0.1 -0.1
H 0.796189 2.131745 3.056858 -0.1 0.1 0.1
H -0.973854 2.320240 3.025844 0.2 0.1 0.1
H 2.045196 5.283923 2.544355 0.0 -0.1 -0.1
H 2.028703 5.441612 0.767625 0.0 -0.1 0.2
H 2.636711 3.945512 1.527880 -0.1 0.2 0.1
H -1.220477 5.825320 2.653047 0.0 0.0 -0.1
H -2.151493 4.920224 1.451832 0.1 0.1 0.1
H -0.972841 6.145479 0.931449 -0.1 -0.1 0.1
H 0.746259 2.103728 0.185022 0.0 0.2 0.0
H 1.641487 5.092311 -1.711258 0.0 -0.1 -0.2
H 1.235406 4.397295 -3.304186 0.0 0.0 0.1
H 2.176908 3.443179 -2.126477 -0.1 0.1 -0.1
H -1.437457 5.649408 -1.401835 -0.1 -0.1 -0.1
H -2.588065 4.297054 -1.359312 0.1 0.1 -0.1
H -1.885031 4.819955 -2.900394 0.0 0.0 0.1
H 0.205983 1.164572 -2.373006 0.0 0.0 -0.1
H -0.617486 2.063035 -3.649441 0.0 0.0 0.1
H -1.552182 1.431957 -2.281109 0.1 0.0 -0.1
```
Positions in Å, forces in eV/Å.

Summary:
Relative energy (zero: lowest compared OMol25 entry of this formula, charge and spin) in eV: 1.370
Largest force on an atom in hartree/bohr: 0.01890
Multiplicity: 1
Gap between HOMO and LUMO in Ha: 0.1611
Net charge: +2

Atom charges from the Mulliken analysis, given in e for atoms 1 to 4:
1 Sn 0.97
2 C -1.04
3 Te 0.04
4 C -1.05